{
  "formula": "C34H40GeN6O4S2Ti",
  "method": "ωB97M-V/def2-TZVPD",
  "symbols": ["Ti", "C", "C", "C", "C", "C", "C", "H", "H", "H", "H", "H", "H", "N", "C", "C", "C", "C", "N", "C", "N", "N", "C", "O", "O", "H", "H", "H", "H", "H", "H", "H", "H", "H", "H", "H", "H", "H", "H", "O", "C", "C", "C", "C", "C", "C", "C", "O", "N", "N", "C", "S", "C", "C", "S", "H", "H", "H", "H", "H", "H", "H", "H", "H", "Ge", "C", "C", "C", "C", "C", "C", "C", "C", "C", "C", "C", "C", "H", "H", "H", "H", "H", "H", "H", "H", "H", "H", "H"],
  "positions_angstrom": [[0.99, -0.44, -0.20], [3.37, 1.22, -0.45], [3.79, 0.97, 0.86], [3.40, 1.80, 1.90], [2.58, 2.89, 1.65], [2.15, 3.14, 0.35], [2.55, 2.32, -0.69], [3.73, 0.59, -1.25], [4.44, 0.13, 1.06], [3.75, 1.60, 2.91], [2.28, 3.54, 2.46], [1.53, 4.01, 0.15], [2.25, 2.55, -1.71], [-1.47, 2.64, -1.72], [-0.91, 1.74, -2.72], [-2.06, 1.15, -3.54], [-1.74, 0.03, -4.52], [-0.91, 0.37, -5.75], [0.50, 0.58, -5.41], [1.40, 1.11, -6.23], [1.05, 1.44, -7.48], [2.64, 1.32, -5.81], [-0.16, 0.62, -2.04], [1.00, 0.27, -2.35], [-0.74, -0.05, -1.10], [-2.33, 3.08, -2.03], [-0.83, 3.37, -1.46], [-0.20, 2.24, -3.38], [-2.54, 1.98, -4.08], [-2.79, 0.78, -2.82], [-2.69, -0.35, -4.91], [-1.29, -0.82, -4.00], [-1.30, 1.29, -6.21], [-0.99, -0.44, -6.48], [0.83, 0.30, -4.50], [0.15, 1.19, -7.85], [1.72, 1.84, -8.11], [2.91, 1.08, -4.87], [3.37, 1.65, -6.43], [1.90, -5.21, 2.24], [3.05, -4.83, 1.66], [4.15, -5.66, 1.88], [5.37, -5.33, 1.35], [5.55, -4.18, 0.57], [4.47, -3.37, 0.34], [3.20, -3.67, 0.88], [2.10, -2.79, 0.58], [2.31, -1.77, -0.24], [0.92, -2.99, 1.12], [-0.02, -2.02, 0.69], [-1.18, -2.23, 1.14], [-2.52, -1.08, 0.84], [-3.55, -1.71, 2.17], [-3.35, -3.22, 2.18], [-1.58, -3.57, 2.14], [1.22, -4.55, 2.01], [4.00, -6.55, 2.48], [6.22, -5.99, 1.53], [6.52, -3.93, 0.16], [4.58, -2.48, -0.26], [-4.58, -1.44, 1.93], [-3.24, -1.25, 3.11], [-3.83, -3.70, 1.32], [-3.75, -3.66, 3.09], [-1.41, 1.08, 1.66], [-1.15, 0.42, 3.42], [-0.05, -0.39, 3.74], [0.05, -0.96, 5.00], [-0.93, -0.72, 5.96], [-2.02, 0.09, 5.65], [-2.14, 0.66, 4.39], [-2.92, 2.20, 1.59], [-3.98, 2.00, 0.69], [-5.05, 2.88, 0.67], [-5.05, 3.99, 1.51], [-3.99, 4.21, 2.38], [-2.92, 3.32, 2.42], [1.00, 0.31, 1.27], [0.72, -0.57, 3.01], [0.90, -1.59, 5.25], [-0.85, -1.16, 6.94], [-2.78, 0.28, 6.40], [-3.00, 1.28, 4.17], [-3.98, 1.15, 0.01], [-5.87, 2.71, -0.01], [-5.88, 4.68, 1.49], [-4.00, 5.07, 3.04], [-2.11, 3.51, 3.12]],
  "lowdin_charge": [0.93, -0.14, -0.09, -0.07, -0.08, -0.09, -0.12, 0.11, 0.12, 0.12, 0.11, 0.11, 0.10, 0.09, -0.32, -0.13, -0.15, -0.15, 0.10, -0.42, 0.23, 0.22, -0.57, -0.03, -0.20, 0.09, 0.09, 0.14, 0.13, 0.13, 0.13, 0.13, 0.13, 0.13, 0.12, 0.12, 0.14, 0.13, 0.13, 0.08, -0.25, 0.00, -0.05, -0.07, -0.02, -0.08, -0.36, -0.16, 0.04, -0.16, -0.84, 0.97, -0.43, -0.47, 1.05, 0.05, 0.13, 0.12, 0.11, 0.11, 0.10, 0.07, 0.09, 0.10, 1.07, -0.38, -0.12, -0.05, -0.05, -0.06, -0.12, -0.40, -0.13, -0.07, -0.06, -0.06, -0.12, -0.02, 0.05, 0.12, 0.12, 0.12, 0.10, 0.08, 0.11, 0.12, 0.12, 0.11],
  "e_above_lowest_kj_mol": 199.1,
  "energy_ev": -154328.05034,
  "charge": 2,
  "homo_energy_ha": [-0.4439, -0.4473],
  "spin_multiplicity": 3
}